Entry 1:
{"formula": "C19H42NOP3PbSe", "method": "ωB97M-V with the def2-TZVPD basis set", "species": ["Pb", "P", "P", "P", "H", "C", "C", "H", "C", "C", "C", "C", "C", "C", "C", "C", "C", "H", "H", "H", "H", "H", "H", "H", "H", "H", "H", "H", "H", "H", "H", "H", "H", "H", "H", "H", "H", "H", "H", "H", "H", "H", "H", "H", "H", "H", "C", "C", "C", "C", "C", "C", "Se", "H", "H", "H", "H", "H", "H", "C", "C", "N", "O", "H", "H", "H", "H", "H"], "coordinates": [[-0.109, -0.263, 0.771], [-1.690, -0.924, 3.023], [1.208, -2.566, 0.247], [-2.260, -1.013, -0.878], [0.867, 2.146, -0.410], [-0.225, 2.080, -0.547], [-1.105, 2.347, 0.478], [-0.758, 2.693, 1.461], [-0.986, -0.335, 4.601], [-1.942, -2.716, 3.266], [-3.332, -0.139, 2.911], [2.170, -2.200, -1.243], [2.337, -2.911, 1.621], [0.136, -3.996, -0.014], [-3.423, 0.354, -1.171], [-3.233, -2.450, -0.334], [-1.434, -1.359, -2.466], [-0.528, 1.628, -1.512], [-2.174, 2.081, 0.456], [-0.747, 0.733, 4.561], [-0.043, -0.848, 4.820], [-1.665, -0.493, 5.450], [-0.979, -3.217, 3.412], [-2.405, -3.191, 2.396], [-2.567, -2.927, 4.141], [-3.221, 0.947, 2.832], [-3.934, -0.351, 3.801], [-3.900, -0.454, 2.030], [2.789, -3.061, -1.525], [2.820, -1.334, -1.076], [1.534, -1.931, -2.094], [2.931, -3.812, 1.409], [1.783, -3.061, 2.555], [3.000, -2.057, 1.798], [0.761, -4.878, -0.198], [-0.546, -3.859, -0.857], [-0.483, -4.169, 0.873], [-4.183, 0.084, -1.916], [-2.891, 1.249, -1.508], [-3.932, 0.632, -0.240], [-3.917, -2.762, -1.133], [-3.823, -2.236, 0.564], [-2.586, -3.296, -0.082], [-2.190, -1.500, -3.247], [-0.791, -2.247, -2.438], [-0.784, -0.527, -2.768], [2.422, 2.107, -4.560], [1.738, 2.978, -3.697], [1.424, 4.272, -4.102], [1.805, 4.730, -5.374], [2.503, 3.867, -6.237], [2.814, 2.568, -5.836], [2.799, 0.318, -4.011], [2.213, 0.480, -2.644], [1.457, 2.619, -2.708], [0.879, 4.937, -3.426], [1.561, 5.747, -5.686], [2.803, 4.219, -7.227], [3.355, 1.895, -6.502], [1.378, 2.580, 3.121], [2.035, 1.235, 3.102], [3.051, 0.937, 3.926], [1.654, 0.302, 2.324], [1.915, 3.259, 3.797], [0.330, 2.488, 3.461], [1.360, 2.997, 2.101], [3.423, -0.011, 3.841], [3.532, 1.589, 4.514]], "forces_ev_per_a": [[-0.7, -1.2, 0.9], [-0.2, 0.1, 0.6], [0.3, 0.0, 0.3], [0.1, 0.3, 0.3], [-0.6, 0.6, 0.0], [-0.7, -0.2, 1.0], [0.7, -0.4, -0.7], [0.0, 0.1, -0.6], [0.4, 0.2, 0.0], [0.2, -0.2, -0.4], [0.0, 0.2, -0.3], [0.2, 0.0, -0.3], [0.1, -0.1, 0.1], [-0.1, -0.1, -0.1], [-0.1, 0.1, 0.0], [-0.1, -0.3, -0.2], [-0.1, -0.2, -0.3], [-0.1, 0.6, 0.6], [0.5, 0.5, -0.4], [-0.2, -0.1, -0.1], [-0.2, -0.1, -0.1], [0.0, -0.1, -0.3], [0.0, 0.2, 0.1], [-0.1, 0.2, 0.1], [0.1, 0.3, -0.1], [0.1, -0.1, 0.1], [0.2, -0.1, 0.0], [0.2, -0.1, 0.2], [-0.1, 0.1, 0.1], [0.0, -0.3, 0.3], [-0.1, -0.3, 0.2], [-0.1, 0.2, 0.0], [0.0, -0.1, -0.3], [-0.1, -0.1, -0.3], [-0.1, 0.0, 0.0], [0.3, 0.0, 0.0], [0.3, 0.0, 0.0], [0.2, 0.0, 0.1], [-0.1, -0.2, -0.2], [0.0, -0.2, -0.1], [0.0, 0.0, 0.1], [0.1, 0.2, -0.3], [-0.1, 0.2, -0.2], [0.2, 0.0, 0.0], [-0.3, 0.0, 0.1], [-0.3, 0.0, 0.1], [0.2, -1.0, 0.4], [-0.7, 1.2, 0.4], [-0.1, -0.8, 1.0], [0.1, -0.1, -0.2], [0.4, -0.8, -0.2], [0.2, 0.4, -0.9], [-0.3, 1.4, -0.3], [0.2, 0.1, -0.6], [0.0, 0.3, -0.3], [0.2, -0.2, -0.3], [0.1, -0.3, 0.1], [-0.1, -0.2, 0.3], [-0.1, 0.3, 0.0], [0.1, 0.2, 0.2], [0.8, -1.0, 0.4], [-0.9, -0.3, -1.1], [-0.1, 0.6, 0.2], [-0.3, -0.1, -0.3], [0.5, 0.0, 0.0], [0.2, -0.1, 0.4], [0.0, 0.6, 0.2], [0.0, 0.4, 0.3]], "lowdin_charge": [1.043, 0.768, 0.733, 0.731, 0.062, -0.156, -0.071, 0.058, -0.220, -0.221, -0.226, -0.251, -0.213, -0.211, -0.227, -0.221, -0.237, 0.056, 0.063, 0.044, 0.064, 0.088, 0.054, 0.035, 0.088, 0.059, 0.085, 0.033, 0.089, 0.050, 0.020, 0.089, 0.063, 0.052, 0.091, 0.040, 0.053, 0.087, 0.045, 0.054, 0.085, 0.050, 0.029, 0.081, 0.036, 0.041, -0.523, -0.102, -0.005, 0.053, 0.018, -0.044, 1.128, -0.127, 0.065, 0.135, 0.150, 0.147, 0.133, 0.027, -0.502, 0.242, -0.242, 0.115, 0.090, 0.094, 0.145, 0.142], "homo_lumo_gap_ev": [6.1, 5.2], "e_above_lowest_ev": 0.000, "homo_ev": [-19.84, -19.00], "e_tot_ev": -122342.005, "charge": 4}

Entry 2:
{"formula": "C19H42NOP3SYb", "method": "ωB97M-V with the def2-TZVPD basis set", "species": ["Yb", "P", "P", "P", "H", "C", "C", "H", "C", "C", "C", "C", "C", "C", "C", "C", "C", "H", "H", "H", "H", "H", "H", "H", "H", "H", "H", "H", "H", "H", "H", "H", "H", "H", "H", "H", "H", "H", "H", "H", "H", "H", "H", "H", "H", "H", "C", "C", "C", "C", "C", "C", "S", "H", "H", "H", "H", "H", "H", "C", "C", "N", "O", "H", "H", "H", "H", "H"], "coordinates": [[-0.993, -0.626, -0.622], [-1.102, 1.806, 1.916], [-3.491, -0.474, 0.690], [3.911, 1.167, -0.067], [1.312, -2.081, -5.194], [2.057, -2.017, -4.401], [2.404, -3.112, -3.706], [1.815, -4.023, -3.751], [-1.391, 3.329, 0.938], [-2.455, 2.005, 3.169], [0.308, 2.427, 2.932], [-3.498, -2.055, -0.244], [-4.979, -0.614, 1.722], [-4.080, 0.693, -0.598], [5.521, 1.357, -0.821], [3.871, 0.755, 1.680], [2.686, 2.436, -0.388], [2.631, -1.083, -4.353], [3.395, -3.247, -3.257], [-1.721, 4.151, 1.595], [-2.169, 3.136, 0.182], [-0.457, 3.621, 0.430], [-2.165, 2.782, 3.885], [-2.596, 1.054, 3.705], [-3.389, 2.287, 2.667], [-0.077, 3.058, 3.753], [0.998, 3.026, 2.318], [0.864, 1.587, 3.378], [-4.528, -2.416, -0.202], [-2.862, -2.799, 0.264], [-3.221, -2.000, -1.308], [-5.750, 0.083, 1.389], [-4.692, -0.365, 2.752], [-5.365, -1.638, 1.695], [-5.093, 0.393, -0.900], [-3.451, 0.763, -1.497], [-4.127, 1.696, -0.149], [5.928, 2.346, -0.593], [5.398, 1.223, -1.905], [6.173, 0.561, -0.436], [4.846, 1.009, 2.125], [3.689, -0.323, 1.793], [3.080, 1.301, 2.224], [3.187, 3.366, -0.704], [2.032, 2.630, 0.475], [2.035, 2.098, -1.201], [0.992, -0.883, -2.184], [0.658, 0.440, -2.565], [-0.500, 0.705, -3.287], [-1.376, -0.331, -3.608], [-1.148, -1.629, -3.120], [0.011, -1.911, -2.402], [2.545, -1.334, -1.631], [3.516, -0.055, -0.767], [1.426, 1.214, -2.500], [-0.697, 1.713, -3.668], [-2.196, -0.148, -4.302], [-1.759, -2.489, -3.426], [0.331, -2.934, -2.229], [0.817, -3.425, 2.617], [0.211, -2.124, 2.209], [0.018, -1.215, 3.172], [-0.126, -1.839, 1.005], [0.645, -3.587, 3.691], [1.910, -3.430, 2.473], [0.382, -4.270, 2.071], [-0.357, -0.294, 2.928], [0.207, -1.444, 4.140]], "forces_ev_per_a": [[-1.3, 1.1, 2.2], [0.2, 1.0, 0.0], [0.0, 0.3, -0.3], [-0.2, -1.2, 0.1], [-0.4, 0.2, 0.6], [1.0, -0.3, -1.0], [0.8, -0.2, -0.4], [0.0, 0.1, -0.1], [-0.2, 0.1, -0.3], [0.1, -0.7, -0.2], [0.2, -0.1, 0.3], [-0.1, -0.6, 0.1], [0.2, 0.0, 0.8], [-0.4, 0.2, 0.0], [0.1, 0.5, 0.2], [0.3, 0.0, 0.6], [-0.1, 0.6, -0.5], [-0.1, -0.6, -0.2], [-0.4, 0.3, 0.1], [0.2, -0.2, -0.3], [0.3, 0.3, 0.2], [-0.4, 0.0, 0.1], [-0.2, -0.1, -0.2], [-0.1, 0.3, 0.0], [0.1, -0.1, 0.2], [0.4, -0.2, -0.4], [-0.2, -0.2, 0.3], [-0.1, 0.4, 0.0], [0.1, -0.2, -0.4], [-0.2, 0.1, -0.2], [-0.1, 0.1, 0.1], [0.0, -0.1, 0.0], [-0.3, -0.1, -0.2], [0.0, 0.2, 0.1], [0.3, 0.2, -0.2], [0.0, -0.1, 0.1], [-0.1, -0.3, -0.2], [0.2, -0.2, -0.1], [0.1, 0.1, 0.2], [-0.1, 0.2, -0.1], [-0.3, -0.2, 0.1], [0.2, 0.3, 0.0], [0.4, -0.1, -0.4], [-0.3, -0.2, 0.2], [0.5, -0.1, -0.2], [0.4, 0.3, 0.3], [-1.5, 0.4, -0.6], [1.0, -0.5, -0.2], [-0.6, 0.1, -0.1], [-0.4, -0.2, 0.0], [0.3, -0.5, -0.6], [1.2, 0.3, -0.9], [0.1, -1.5, -0.3], [0.0, 1.4, 0.8], [-0.5, -0.4, -0.1], [0.1, -0.4, 0.2], [0.0, 0.0, 0.3], [0.0, 0.6, 0.2], [-0.4, 0.1, 0.3], [0.0, -0.4, 0.4], [-0.6, 0.9, -0.8], [0.1, -0.2, -0.4], [0.8, -0.6, 1.5], [0.1, 0.0, -0.4], [-0.4, 0.1, -0.2], [0.1, 0.3, 0.0], [0.1, -0.6, 0.1], [0.0, 0.1, -0.2]], "lowdin_charge": [1.217, 0.727, 0.716, 0.886, 0.098, -0.059, -0.095, 0.087, -0.291, -0.268, -0.292, -0.301, -0.237, -0.283, -0.182, -0.181, -0.174, 0.077, 0.068, 0.071, 0.027, 0.034, 0.054, 0.039, 0.049, 0.060, 0.026, 0.022, 0.065, 0.052, 0.027, 0.064, 0.040, 0.060, 0.069, 0.023, 0.043, 0.079, 0.077, 0.085, 0.080, 0.063, 0.046, 0.091, 0.035, 0.011, -0.769, -0.150, -0.054, -0.053, -0.110, -0.249, 0.911, -0.144, 0.096, 0.143, 0.139, 0.148, 0.122, 0.029, -0.477, 0.212, -0.189, 0.104, 0.111, 0.108, 0.030, 0.140], "homo_lumo_gap_ev": [7.7, 5.5], "e_above_lowest_ev": 1.040, "homo_ev": [-16.39, -16.39], "s_squared": 0.7594, "spin_multiplicity": 2, "e_tot_ev": -94127.171, "charge": 3}

Entry 3:
{"formula": "C19H42P2SiV", "method": "ωB97M-V with the def2-TZVPD basis set", "species": ["P", "P", "C", "C", "H", "H", "H", "H", "C", "H", "H", "H", "C", "H", "H", "H", "C", "H", "H", "H", "C", "H", "H", "H", "V", "C", "C", "C", "C", "C", "C", "C", "C", "C", "H", "H", "H", "H", "H", "H", "H", "H", "H", "H", "H", "H", "H", "H", "H", "C", "Si", "C", "C", "C", "H", "H", "H", "H", "H", "H", "H", "H", "H", "H", "H"], "coordinates": [[0.134, 2.546, -2.239], [0.603, -1.103, -2.765], [0.924, 1.721, -3.835], [0.505, 0.259, -4.187], [2.028, 1.890, -3.826], [0.509, 2.385, -4.620], [-0.491, 0.195, -4.692], [1.257, -0.112, -4.913], [2.433, -1.153, -2.759], [2.740, -1.910, -2.029], [2.886, -0.170, -2.552], [2.763, -1.461, -3.759], [0.132, -2.616, -3.619], [0.846, -2.790, -4.432], [-0.890, -2.514, -4.004], [0.220, -3.421, -2.867], [0.654, 4.256, -2.408], [0.143, 4.820, -1.615], [0.293, 4.595, -3.383], [1.743, 4.328, -2.361], [-1.537, 2.637, -2.968], [-1.918, 1.672, -3.324], [-1.442, 3.297, -3.835], [-2.209, 3.117, -2.253], [-0.659, -0.038, 1.313], [-0.067, -1.714, -0.965], [0.944, -1.087, -0.032], [1.447, 0.316, -0.379], [1.191, 1.524, 0.509], [0.051, 2.332, -0.184], [-1.249, 1.573, -0.220], [-1.392, 0.313, -1.062], [-1.423, -1.130, -0.521], [-1.662, 1.037, 2.715], [-0.052, -2.819, -1.029], [1.767, -1.719, 0.396], [1.143, 0.681, -1.398], [2.534, 0.193, -0.498], [1.077, 1.232, 1.596], [2.098, 2.171, 0.496], [-0.047, 3.359, 0.207], [-2.133, 2.204, -0.426], [-0.634, 0.281, -1.913], [-2.304, 0.441, -1.669], [-1.683, -1.139, 0.584], [-2.298, -1.668, -0.941], [-2.543, 0.450, 3.080], [-2.037, 2.017, 2.338], [-0.972, 1.212, 3.580], [-0.395, -3.583, 5.000], [-0.245, -1.826, 4.437], [-1.362, -0.843, 5.646], [1.473, -1.148, 4.610], [-0.686, -1.755, 2.622], [0.122, -3.714, 5.972], [0.048, -4.264, 4.252], [-1.456, -3.883, 5.100], [-0.843, -0.792, 6.633], [-1.605, 0.194, 5.334], [-2.335, -1.364, 5.792], [2.138, -1.582, 3.863], [1.571, -0.070, 4.477], [1.898, -1.386, 5.588], [-1.742, -2.086, 2.341], [-0.003, -2.389, 2.000]], "forces_ev_per_a": [[1.4, -0.8, -1.5], [0.3, 0.8, -1.3], [-0.1, 0.2, 0.0], [0.1, 0.0, -0.1], [-0.8, -0.4, 0.1], [0.3, -0.3, 0.2], [0.7, 0.2, 0.6], [-0.5, 0.1, 0.2], [0.1, -0.4, 0.0], [0.2, 0.3, 0.0], [-0.3, -0.6, 0.1], [-0.1, -0.1, 0.2], [0.5, -0.2, -0.5], [-0.4, -0.2, -0.1], [0.2, -0.3, 0.1], [-0.2, 0.2, -0.7], [-0.3, 0.3, -0.5], [0.4, 0.0, -0.2], [0.3, 0.4, 0.1], [-0.2, 0.2, 0.2], [-0.2, 0.3, 0.2], [0.1, 0.3, 0.4], [0.0, 0.0, 0.1], [-0.2, -0.2, -0.2], [1.3, 0.4, 0.7], [1.0, 0.8, 3.2], [0.4, -0.4, 0.3], [1.5, -1.0, -0.4], [0.6, 1.3, -1.5], [-2.6, -2.3, 1.4], [0.0, 0.5, 0.3], [-1.0, 1.1, -1.3], [0.0, 0.3, -2.3], [-1.0, 1.0, 1.0], [0.1, 0.6, 0.2], [-0.9, 0.4, -0.8], [0.2, -0.8, 0.7], [0.0, 0.3, 0.4], [-0.4, 0.6, -0.6], [-0.3, -0.4, 0.2], [-0.1, -0.3, -0.4], [0.6, -0.2, 0.7], [-0.6, 0.5, 0.9], [-0.2, 0.0, 0.6], [-0.6, -1.5, -0.7], [0.4, 0.3, 0.1], [0.6, 0.5, 0.0], [0.2, -0.4, 0.5], [-0.5, 0.0, -0.4], [0.3, -0.9, 0.5], [-1.4, 0.9, -1.3], [-0.1, 0.1, 0.2], [0.8, -0.1, 0.2], [-0.6, -0.5, -0.6], [-0.3, -0.2, -0.3], [0.0, 0.2, 0.3], [0.5, 0.3, 0.0], [-0.4, -0.1, -0.5], [0.3, -0.6, 0.1], [0.6, 0.2, 0.0], [0.1, -0.2, -0.1], [-0.4, 0.1, 0.0], [0.1, 0.0, 0.1], [0.9, 0.1, 0.8], [-0.3, 0.0, 0.8]], "lowdin_charge": [0.961, 0.939, -0.323, -0.314, 0.085, 0.072, 0.083, 0.074, -0.202, 0.066, 0.053, 0.054, -0.218, 0.050, 0.063, 0.053, -0.229, 0.059, 0.044, 0.059, -0.205, 0.054, 0.052, 0.061, 0.483, -0.321, -0.280, -0.313, -0.198, -0.280, -0.297, -0.294, -0.215, -0.269, 0.106, 0.102, 0.014, 0.098, 0.118, 0.119, 0.116, 0.084, 0.005, 0.107, 0.047, 0.134, -0.001, -0.029, -0.020, -0.219, 0.371, -0.199, -0.201, -0.349, 0.025, 0.024, 0.032, 0.026, 0.000, 0.025, 0.020, 0.022, 0.021, 0.010, -0.017], "homo_lumo_gap_ev": [5.0, 6.0], "e_above_lowest_ev": 5.413, "homo_ev": [-5.01, -6.09], "s_squared": 3.7970, "spin_multiplicity": 4, "e_tot_ev": -72516.266}